Record 1
Entry from the OMol25 dataset: a structure of composition FIO3S (ωB97M-V/def2-TZVPD).

```
! wB97M-V def2-TZVPD RIJCOSX def2/J DEFGRID3
* xyz 0 1
I -2.611 -0.071 -0.077
S 0.601 -0.030 -0.084
F 0.314 1.212 0.902
O 1.527 -0.882 0.540
O -0.778 -0.757 0.046
O 0.947 0.527 -1.326
*
```

Frontier orbital gap = 8.80 eV
LUMO = -2.12 eV

Mulliken population analysis, charges in e, atoms 1 to 4: I 0.409; S 1.291; F -0.234; O -0.495



Record 2
Entry from the OMol25 dataset: an isolated molecule of C7H13N3O (ωB97M-V/def2-TZVPD).

```
! wB97M-V def2-TZVPD RIJCOSX def2/J DEFGRID3
* xyz 0 1
O -1.342 0.678 1.944
N -1.689 0.075 -0.370
N -2.191 -1.177 -0.471
N -1.578 -2.029 0.118
C -2.534 1.098 -0.766
C 0.513 1.069 0.425
C 0.889 -1.871 0.213
C 1.878 -0.880 -0.288
C 1.226 0.360 -0.769
C -0.469 -1.322 0.911
C -0.763 0.153 0.708
H -3.358 0.763 -1.421
H 1.452 -2.605 0.873
H 0.689 -2.544 -0.692
H -2.092 0.054 2.167
H 2.585 -1.262 -1.068
H 2.010 1.029 -1.126
H 1.246 0.919 1.201
H 0.578 0.148 -1.627
H -3.184 1.364 0.066
H 0.424 2.166 0.376
H -1.950 2.016 -1.191
H 2.555 -0.603 0.530
H -0.477 -1.510 2.035
*
```

Frontier orbital gap = 10.11 eV
SMILES string = CN1N=N[C@H]2CCCC[C@]21O
LUMO = 0.87 eV

Mulliken population analysis, charges in e, atoms 1 to 4: O -0.653; N 0.698; N -0.436; N -0.593



Record 3
Entry from the OMol25 dataset: an isolated molecule of C6H9N (ωB97M-V/def2-TZVPD).

```
! wB97M-V def2-TZVPD RIJCOSX def2/J DEFGRID3
* xyz 0 1
N 0.132 0.084 -2.728
C -0.050 -0.669 3.253
C -0.970 -0.352 -1.838
C 0.274 -0.029 1.979
C 0.811 0.924 -0.446
C 0.560 0.508 0.934
C 0.421 -0.233 -1.350
H 0.211 1.808 -0.701
H 1.869 1.178 -0.589
H -1.002 -1.212 3.181
H 0.955 -1.160 -1.121
H 0.742 -1.377 3.528
H -1.401 -1.347 -1.978
H -1.689 0.434 -1.600
H 0.421 -0.700 -3.306
H -0.132 0.099 4.030
*
```

Frontier orbital gap = 10.41 eV
SMILES string = CC#CC[C@H]1CN1
LUMO = 1.00 eV

Mulliken population analysis, charges in e, atoms 1 to 4: N -0.625; C -1.205; C -0.461; C 0.745



Record 4
Entry from the OMol25 dataset: an isolated molecule of C8H12 (ωB97M-V/def2-TZVPD).

```
! wB97M-V def2-TZVPD RIJCOSX def2/J DEFGRID3
* xyz 0 1
C -0.905 -0.394 -0.397
C 2.017 0.162 -0.740
C -1.142 -1.631 0.022
C -0.626 0.886 1.666
C 1.483 2.399 0.190
C 1.130 1.143 -0.030
C -0.164 0.587 0.457
C -1.853 -2.644 -0.812
H 2.424 2.804 -0.155
H 1.572 0.023 -1.737
H -1.983 -2.449 -1.875
H -1.421 0.331 2.155
H 3.060 0.448 -0.812
H -1.302 -3.584 -0.738
H -2.795 -2.979 -0.379
H 1.802 -0.861 -0.407
H -0.230 1.639 2.337
H 0.807 3.101 0.674
H -1.343 0.041 -1.283
H -0.708 -2.000 0.946
*
```

Frontier orbital gap = 9.68 eV
SMILES string = C=C(C)C(=C)/C=C/C
LUMO = 1.07 eV

Mulliken population analysis, charges in e, atoms 1 to 4: C -0.502; C -1.274; C 0.066; C -1.129



Record 5
Entry from the OMol25 dataset: an isolated molecule of C4H5NO2 (ωB97M-V/def2-TZVPD).

```
! wB97M-V def2-TZVPD RIJCOSX def2/J DEFGRID3
* xyz 0 1
O 2.412 -1.569 0.341
O 0.287 1.147 -0.718
N -1.520 0.244 0.075
C -0.976 1.244 -0.600
C -0.466 -0.611 0.669
C 0.699 -0.074 -0.104
C 2.004 -0.533 -0.203
H -0.426 -0.446 1.761
H -0.666 -1.675 0.496
H -1.506 2.086 -1.026
H 2.672 0.100 -0.831
H -2.513 0.086 0.139
*
```

Frontier orbital gap = 7.13 eV
LUMO = 0.22 eV

Mulliken population analysis, charges in e, atoms 1 to 4: O -0.658; O -0.320; N -0.122; C 0.036



Record 6
Entry from the OMol25 dataset: a cluster of 2 separate species, H6N2O2SSi in total (ωB97M-V/def2-TZVPD).

```
! wB97M-V def2-TZVPD RIJCOSX def2/J DEFGRID3
* xyz 0 3
S 2.276 -0.219 -0.093
Si -1.082 -0.671 -0.450
O 2.143 -0.244 -1.528
O 3.352 -0.758 0.734
N 2.065 1.283 0.496
N -0.049 -0.945 0.861
H 1.105 1.513 0.788
H 2.705 1.469 1.318
H -0.601 -0.526 -1.834
H -1.327 0.890 -0.041
H -2.080 -1.852 -0.505
H 0.435 -1.804 1.105
*
```

Frontier orbital gap (spin up / spin down) = 9.12 / 7.34 eV
LUMO (spin up / spin down) = 0.55 / -3.02 eV

Mulliken population analysis, charges in e, atoms 1 to 4: S 0.842; Si 0.358; O -0.460; O -0.547



Record 7
Entry from the OMol25 dataset: a structure of composition C5H15N2O (ωB97M-V/def2-TZVPD).

```
! wB97M-V def2-TZVPD RIJCOSX def2/J DEFGRID3
* xyz 1 1
O 2.216 -1.808 -0.912
N -2.161 -0.670 1.058
N 2.446 0.376 0.137
C 1.120 0.573 0.524
C 0.218 0.608 -0.755
C 0.647 -0.662 1.411
C -1.087 1.266 -0.540
C -2.151 0.772 -1.338
H 3.086 0.506 0.925
H -1.975 0.169 -2.222
H 1.051 -0.551 2.416
H -1.882 0.237 -0.206
H -2.985 1.458 -1.444
H -1.174 2.265 -0.115
H -2.497 -0.005 1.757
H -2.782 -1.473 0.985
H 2.470 -0.807 -0.617
H 2.735 -2.161 -1.637
H 1.178 -1.531 0.982
H 0.873 1.107 -1.490
H -0.448 -0.825 1.210
H 1.046 1.550 1.032
H 0.055 -0.393 -1.164
*
```

Frontier orbital gap = 4.51 eV
LUMO = -7.92 eV

Mulliken population analysis, charges in e, atoms 1 to 4: O -0.685; N -0.916; N -0.435; C 0.010



Record 8
Entry from the OMol25 dataset: a cluster of 2 separate species, C5H6O in total (ωB97M-V/def2-TZVPD).

```
! wB97M-V def2-TZVPD RIJCOSX def2/J DEFGRID3
* xyz 0 1
O 0.064 2.089 -1.765
C 0.497 -0.255 -0.281
C -0.128 0.943 0.344
C 0.005 -2.633 0.535
C -0.293 2.088 -0.612
C 0.363 -1.428 0.269
H 1.374 -0.108 -0.893
H 0.290 -3.334 1.371
H -0.769 2.983 -0.168
H -1.097 0.719 0.809
H -0.820 -2.367 -0.774
H 0.514 1.303 1.165
*
```

Frontier orbital gap = 8.99 eV
LUMO = 0.18 eV

Mulliken population analysis, charges in e, atoms 1 to 4: O -0.471; C -0.410; C -0.356; C -0.622



Record 9
Entry from the OMol25 dataset: a structure of composition C3H4N2O (ωB97M-V/def2-TZVPD).

```
! wB97M-V def2-TZVPD RIJCOSX def2/J DEFGRID3
* xyz 0 1
O -1.969 -0.741 -0.386
N -0.898 1.298 -0.181
N 2.658 0.264 -0.292
C 1.650 -0.241 -0.510
C 0.397 -0.984 0.074
C -0.883 -0.100 -0.132
H 0.004 2.144 0.695
H 0.643 -0.910 1.561
H 0.349 -2.273 -0.314
H -1.950 1.544 -0.515
*
```

Frontier orbital gap = 9.30 eV
LUMO = -0.91 eV

Mulliken population analysis, charges in e, atoms 1 to 4: O -0.595; N -0.566; N -0.416; C 0.212



Record 10
Entry from the OMol25 dataset: a cluster of 2 separate species, C3H8NOS in total (ωB97M-V/def2-TZVPD).

```
! wB97M-V def2-TZVPD RIJCOSX def2/J DEFGRID3
* xyz 1 1
S 2.183 0.180 -1.885
O 0.955 -0.085 -1.075
N -0.824 -0.597 0.731
C -0.557 -0.531 2.132
C 2.120 1.705 -2.424
C -1.913 -0.971 0.216
H -0.209 0.472 2.388
H -2.030 -0.997 -0.858
H 0.248 -1.226 2.378
H 1.313 2.378 -2.198
H -2.754 -1.274 0.833
H -1.439 -0.776 2.721
H -0.017 -0.331 0.085
H 2.923 2.053 -3.046
*
```

Frontier orbital gap = 9.82 eV
LUMO = -4.17 eV

Mulliken population analysis, charges in e, atoms 1 to 4: S 0.352; O -0.617; N 0.096; C -0.751



Record 11
Entry from the OMol25 dataset: a cluster of 3 separate species, C2H9NO in total (ωB97M-V/def2-TZVPD).

```
! wB97M-V def2-TZVPD RIJCOSX def2/J DEFGRID3
* xyz 0 1
O 0.566 -0.199 -0.226
N -0.201 -0.287 2.727
C -0.599 -1.010 -0.253
C -0.309 0.024 -1.299
H -0.133 -0.310 -2.310
H -1.593 -0.868 0.137
H 0.175 -0.478 1.818
H -0.984 0.857 -1.164
H 1.499 2.670 -2.989
H 0.538 0.203 3.228
H -0.208 -1.206 3.181
H 1.708 2.639 -2.266
H -0.458 -2.036 -0.583
*
```

Frontier orbital gap = 11.22 eV
SMILES string = [H][H].C1CO1.N
LUMO = 1.16 eV

Mulliken population analysis, charges in e, atoms 1 to 4: O -0.396; N -0.669; C -0.370; C -0.414



Record 12
Entry from the OMol25 dataset: an isolated molecule of C6H11Br2ClOSi (ωB97M-V/def2-TZVPD).

```
! wB97M-V def2-TZVPD RIJCOSX def2/J DEFGRID3
* xyz 0 1
Br 2.298 -1.313 0.977
Br 0.368 2.330 -1.074
Cl -2.433 -0.252 -2.888
Si -1.054 -0.605 -0.139
O 2.628 2.704 0.892
C -1.218 -0.465 1.743
C 2.943 1.546 0.127
C 0.382 0.673 -0.178
C 1.829 0.494 0.248
C -2.465 0.239 -1.197
C -0.746 -2.320 -0.852
H -1.566 0.466 1.921
H -0.021 -2.771 -0.241
H -3.486 -0.128 -0.831
H 3.060 1.882 -0.814
H 3.871 1.100 0.448
H -2.483 1.328 -1.215
H -0.369 -2.539 -1.865
H 2.008 2.386 1.574
H -0.186 -0.577 2.110
H -1.644 -1.323 2.220
H -1.716 -2.854 -0.968
*
```

Frontier orbital gap = 8.75 eV
SMILES string = C[Si](C)(CCl)/C(Br)=C(\Br)CO
LUMO = -0.12 eV

Mulliken population analysis, charges in e, atoms 1 to 4: Br -0.220; Br -0.094; Cl -0.188; Si 0.321



For the records above, the corresponding E values read -27794.2554; -13985.2037; -7855.2933; -8488.5584; -9811.3674; -25880.3051; -10440.0193; -7324.4392; -8197.5765; -17605.2891; -5754.5456; -168931.0231 eV.
For the records above, the corresponding energy above the lowest of the compared OMol25 structures with the same formula, charge and spin values read 1.8; 304.9; 276.6; 98.8; 284.4; 102.9; 1017.1; 467.5; 608.7; 110.3; 287.3; 45.5 kJ/mol.